Computed, not measured: a cluster of 10 separate species, C10H40N10O10 in total, with ωB97M-V with the def2-TZVPD basis set.

Geometry as ORCA input:
```
! wB97M-V def2-TZVPD RIJCOSX def2/J DEFGRID3
* xyz 0 1
N 2.582 -1.355 3.825
C 3.402 -1.451 2.719
N 2.901 -1.977 1.625
O 4.538 -0.939 2.772
H 1.632 -1.517 3.537
H 2.974 -0.645 4.530
H 2.003 -2.396 1.632
H 3.224 -1.642 0.723
N -3.217 0.147 -2.032
C -3.631 1.353 -2.396
N -4.967 1.753 -2.141
O -2.841 2.172 -2.901
H -3.785 -0.523 -1.532
H -2.236 -0.173 -2.037
H -5.675 1.133 -2.465
H -4.999 2.726 -2.447
N -2.936 -0.536 2.319
C -3.831 -0.136 1.411
N -4.340 1.168 1.578
O -4.214 -0.764 0.441
H -2.417 0.224 2.755
H -2.501 -1.373 2.020
H -4.240 1.604 2.498
H -5.099 1.441 1.034
N 2.626 1.394 1.438
C 3.407 1.088 0.417
N 4.587 0.526 0.646
O 2.883 1.126 -0.725
H 2.979 1.012 2.299
H 1.853 2.060 1.370
H 4.904 0.132 1.508
H 5.114 0.360 -0.220
N 0.462 2.889 -1.018
C -0.364 3.045 0.020
N -1.726 3.149 -0.288
O 0.071 3.064 1.180
H 0.108 2.620 -1.893
H 1.303 2.387 -0.654
H -2.036 2.899 -1.254
H -2.254 3.218 0.569
C 4.216 -1.527 -2.242
O 2.920 -1.525 -1.614
H 5.016 -1.302 -1.540
H 4.417 -2.489 -2.691
H 4.144 -0.799 -3.068
H 2.801 -0.621 -1.309
C 0.251 -0.482 0.535
O 0.174 -0.780 1.918
H 0.345 0.574 0.269
H 1.022 -1.092 0.097
H -0.661 -0.804 0.030
H 0.007 0.066 2.366
C 1.098 -2.714 -5.292
O -0.050 -2.588 -4.492
H 1.795 -3.458 -4.748
H 0.769 -3.132 -6.238
H 1.689 -1.814 -5.380
H -0.405 -1.729 -4.663
C -2.154 -2.996 -1.007
O -1.639 -2.110 -2.077
H -1.563 -3.940 -0.854
H -2.178 -2.466 -0.051
H -3.158 -3.219 -1.264
H -0.681 -2.252 -2.241
C -0.835 2.400 4.466
O -0.786 1.577 3.330
H -1.414 1.859 5.223
H 0.184 2.577 4.810
H -1.177 3.426 4.290
H -0.393 2.097 2.575
*
```

## Properties
Orbital gap in eV: 10.29
SMILES: NC(N)=O.NC(N)=O.NC(N)=O.NC(N)=O.NC(N)=O.CO.CO.CO.CO.CO
Molar mass in g mol⁻¹: 460.5
Calculated total energy in hartree: -1705.10490
Energy above the lowest of the compared OMol25 structures with the same formula, charge and spin in kcal/mol: 13.21